Computed, not measured: a molecular structure, C60H144O48S6 at a distorted geometry, with ωB97M-V/def2-TZVPD.

Structure (XYZ):
```
258
Properties=species:S:1:pos:R:3:forces:R:3:lowdin_charge:R:1
C 0.047 -2.997 3.275 -0.77 -0.70 -1.05 -0.059
O -0.299 -3.453 1.959 1.19 1.22 -0.45 -0.207
C -1.671 -3.693 1.814 -0.10 -1.07 1.91 -0.204
C -2.640 -2.540 1.570 0.51 -1.28 -0.25 -0.193
O -2.854 -1.744 2.721 0.67 -0.62 -0.34 -0.176
C -3.580 -0.574 2.462 -1.24 0.38 0.34 -0.093
H 0.121 -3.874 3.914 0.71 -0.08 0.29 0.103
H -0.815 -2.477 3.620 -0.31 1.03 0.61 0.056
H 0.928 -2.364 3.196 -0.02 -0.20 0.20 0.067
H -1.890 -4.255 2.747 -0.87 0.10 -0.41 0.138
H -1.695 -4.394 1.005 -0.56 -0.26 -0.72 0.098
H -3.562 -3.020 1.162 0.15 0.45 0.58 0.141
H -2.172 -2.062 0.721 -0.05 1.13 -0.17 0.102
H -4.317 -0.786 1.699 -0.04 0.23 -0.77 0.088
H -2.974 0.308 2.211 0.02 -0.39 -0.13 0.075
H -4.235 -0.343 3.315 0.68 -0.02 0.07 0.076
C -0.102 1.229 9.090 0.66 1.47 -1.11 -0.123
O 0.155 0.168 8.234 0.52 -0.91 -0.04 -0.208
C 1.413 0.166 7.530 -1.50 0.97 0.03 -0.148
C 1.487 1.238 6.430 -0.38 -0.20 0.98 -0.206
O 0.408 1.273 5.531 -0.66 -1.56 -0.76 -0.189
C 0.340 0.061 4.732 0.45 0.63 -0.18 -0.074
H -0.072 2.160 8.463 -0.49 -0.25 0.80 0.098
H 0.661 1.368 9.856 0.14 -0.23 0.28 0.085
H -1.069 1.060 9.539 -0.27 0.15 0.12 0.091
H 1.355 -0.826 7.126 0.90 -0.52 -0.31 0.107
H 2.286 0.360 8.178 -0.29 -0.45 0.09 0.130
H 2.426 1.021 5.938 0.43 0.41 -0.45 0.099
H 1.464 2.232 6.888 0.42 -0.14 -0.16 0.113
H 0.149 -0.882 5.286 -0.06 0.69 0.03 0.096
H 1.318 -0.028 4.247 0.05 -0.27 -0.10 0.074
H -0.398 0.169 3.915 0.12 0.15 0.62 0.095
C -5.959 7.257 -4.304 -0.08 1.94 -0.26 -0.127
O -5.240 6.369 -3.517 0.25 -0.79 -0.38 -0.180
C -4.098 6.969 -2.987 1.44 0.01 1.67 -0.212
C -3.430 5.988 -1.985 0.10 0.27 -1.15 -0.158
O -2.898 4.857 -2.664 0.24 -0.25 0.07 -0.218
C -1.892 5.178 -3.611 -0.45 -1.62 -0.75 -0.099
H -6.981 6.933 -4.451 -0.14 -0.37 0.04 0.084
H -5.510 7.488 -5.293 0.03 -0.44 0.34 0.101
H -5.991 8.236 -3.776 -0.25 -0.35 -0.30 0.096
H -4.374 7.828 -2.359 -0.11 0.20 -0.28 0.129
H -3.334 7.328 -3.729 -0.88 -0.33 0.27 0.137
H -4.188 5.591 -1.311 0.01 0.18 0.04 0.112
H -2.611 6.464 -1.418 -0.44 0.16 -0.17 0.115
H -1.085 5.771 -3.226 0.31 0.59 0.37 0.081
H -2.327 5.603 -4.517 0.07 0.45 0.03 0.084
H -1.482 4.214 -3.969 -0.04 0.31 0.34 0.090
C -0.843 -6.747 -0.258 -0.89 -0.80 -0.21 -0.114
O -1.302 -5.847 -1.232 -0.56 -0.02 -1.33 -0.234
C -2.464 -6.247 -2.013 0.44 0.36 2.59 -0.166
C -2.240 -7.388 -2.902 -0.11 -0.52 -0.66 -0.255
O -1.329 -6.984 -3.882 -0.74 -0.21 -0.03 -0.182
C -0.784 -8.050 -4.596 1.33 0.31 0.17 -0.110
H -0.070 -6.159 0.234 0.28 -0.66 0.26 0.075
H -0.491 -7.760 -0.684 -0.26 1.56 0.70 0.115
H -1.698 -6.914 0.447 0.74 -0.27 -0.16 0.097
H -2.705 -5.336 -2.552 -0.42 -0.11 -0.09 0.130
H -3.247 -6.586 -1.292 0.09 0.68 -0.38 0.139
H -3.209 -7.713 -3.300 -0.08 0.22 -0.36 0.115
H -1.900 -8.280 -2.378 0.45 -0.07 0.32 0.119
H -1.408 -8.506 -5.362 -0.41 -0.13 0.20 0.089
H -0.307 -8.769 -3.915 -0.50 -0.31 -0.09 0.099
H 0.048 -7.572 -5.068 0.63 0.00 -0.87 0.077
C 1.019 6.816 5.454 0.79 -0.36 -0.76 -0.108
O 0.306 5.610 5.245 0.18 0.68 0.56 -0.185
C -0.711 5.855 4.303 -0.49 -0.37 0.48 -0.202
C -1.464 4.571 4.077 -0.32 -0.54 1.20 -0.213
O -1.673 4.350 2.730 -0.35 0.22 -1.19 -0.182
C -2.599 3.319 2.446 -0.50 1.40 0.08 -0.070
H 1.540 7.062 4.507 -0.04 0.16 0.46 0.095
H 1.736 6.660 6.241 0.45 -0.29 0.20 0.069
H 0.450 7.686 5.767 -0.73 -0.02 -0.10 0.085
H -0.295 6.169 3.370 0.37 0.42 -0.82 0.114
H -1.363 6.623 4.713 -0.19 0.31 -0.19 0.126
H -2.439 4.595 4.641 0.76 -0.30 -0.39 0.146
H -0.807 3.770 4.434 -0.23 -0.16 0.58 0.118
H -3.479 3.419 3.076 -0.09 -0.23 0.49 0.082
H -2.175 2.336 2.549 0.25 -0.56 -0.12 0.075
H -2.989 3.552 1.464 0.33 -0.51 -0.48 0.069
C 3.499 -2.508 4.687 -0.31 0.54 0.05 -0.096
O 3.043 -3.030 5.912 -0.18 -0.28 -0.02 -0.156
C 4.069 -3.756 6.470 1.84 -1.65 2.14 -0.249
C 3.777 -4.244 7.913 -1.73 -0.02 -1.63 -0.183
O 2.588 -5.056 7.875 0.86 0.18 0.21 -0.182
C 2.395 -5.754 9.088 -1.45 0.09 -0.40 -0.122
H 4.247 -1.714 4.925 -0.24 -0.62 -0.68 0.099
H 2.628 -2.071 4.197 0.21 0.22 0.05 0.057
H 3.843 -3.327 4.035 0.35 0.42 0.31 0.077
H 5.007 -3.156 6.598 -0.47 -0.07 -0.40 0.132
H 4.384 -4.695 5.926 -0.60 0.92 -0.17 0.142
H 3.619 -3.404 8.553 -0.32 0.87 0.61 0.110
H 4.609 -4.783 8.326 0.64 -0.55 -0.07 0.112
H 3.262 -6.300 9.367 0.95 -0.84 0.11 0.064
H 1.528 -6.452 8.945 0.80 0.67 0.17 0.106
H 2.199 -5.082 9.926 -0.29 0.20 0.01 0.084
C 4.500 0.489 3.287 1.55 0.27 -0.06 -0.112
O 4.418 0.829 4.668 -0.04 -0.11 -0.05 -0.231
C 5.388 1.796 5.080 0.11 -0.29 1.10 -0.170
C 4.971 2.329 6.457 0.33 0.91 -0.19 -0.221
O 3.944 3.268 6.223 -0.54 0.19 1.44 -0.208
C 3.536 3.898 7.457 0.65 1.00 -1.04 -0.092
H 3.693 -0.142 2.922 -0.11 -0.30 0.67 0.060
H 5.504 0.013 3.103 -0.90 0.25 -0.11 0.110
H 4.416 1.387 2.678 0.26 0.28 -0.17 0.075
H 5.396 2.642 4.368 0.34 -0.38 0.24 0.125
H 6.400 1.347 5.266 -0.61 0.14 -0.83 0.136
H 5.779 2.866 7.020 -0.01 -0.46 -0.80 0.133
H 4.669 1.536 7.151 -0.29 -0.27 -0.28 0.119
H 3.353 3.192 8.276 -0.27 0.02 -0.30 0.087
H 2.699 4.552 7.193 -0.33 -0.61 0.25 0.078
H 4.295 4.638 7.798 0.08 -0.64 -0.09 0.093
C 0.418 -3.310 -5.052 -0.46 0.00 0.99 -0.079
O 1.691 -2.775 -4.636 -0.37 0.07 -0.92 -0.196
C 2.523 -2.413 -5.713 0.14 1.43 -0.97 -0.216
C 3.906 -3.037 -5.672 0.65 1.80 0.03 -0.230
O 3.804 -4.391 -5.863 -1.84 -0.15 0.17 -0.175
C 4.859 -5.174 -5.515 2.07 -1.38 0.26 -0.138
H -0.393 -2.560 -5.335 1.37 -0.61 0.07 0.093
H 0.100 -3.797 -4.122 -0.39 -0.11 -0.32 0.077
H 0.534 -4.098 -5.818 0.00 0.48 0.14 0.099
H 2.646 -1.288 -5.785 0.00 -0.87 0.51 0.121
H 2.068 -2.635 -6.695 -0.04 -0.38 0.40 0.132
H 4.417 -2.769 -4.708 -0.32 -0.34 -0.61 0.119
H 4.506 -2.557 -6.507 -0.40 -0.30 0.77 0.147
H 4.502 -6.173 -5.173 0.18 0.79 0.06 0.096
H 5.596 -4.732 -4.785 -1.02 -0.24 -0.26 0.108
H 5.454 -5.363 -6.410 0.31 -0.16 -0.16 0.081
C -4.966 2.998 -0.232 0.28 -0.74 -0.44 -0.089
O -4.309 1.755 -0.030 1.15 -0.01 -0.88 -0.191
C -3.297 1.411 -0.996 -0.21 -3.38 1.41 -0.171
C -3.922 0.915 -2.281 -0.99 2.12 1.38 -0.268
O -2.933 0.466 -3.084 1.05 -1.56 -1.58 -0.167
C -3.414 -0.250 -4.241 1.14 0.80 -0.42 -0.056
H -5.520 3.119 0.694 -0.18 0.54 -0.13 0.099
H -5.635 2.986 -1.118 0.17 0.02 0.50 0.091
H -4.188 3.738 -0.391 -0.18 0.55 0.14 0.057
H -2.784 0.500 -0.523 -0.54 1.24 -0.42 0.132
H -2.485 2.062 -1.285 -0.06 1.28 0.52 0.105
H -4.394 1.839 -2.649 -0.41 -0.23 -0.75 0.116
H -4.682 0.188 -2.059 -0.46 -0.54 0.04 0.134
H -2.554 -0.831 -4.639 -0.68 0.66 0.09 0.080
H -3.820 0.481 -4.960 0.46 -0.25 -0.03 0.081
H -4.220 -0.927 -4.048 -0.53 -0.54 0.74 0.086
C 4.509 3.203 -0.519 -0.21 1.10 2.44 -0.049
O 5.069 3.938 0.612 0.57 -0.58 -0.45 -0.182
C 4.228 4.924 1.116 -0.95 0.61 0.21 -0.216
C 3.401 4.494 2.351 -0.72 0.04 -0.29 -0.157
O 2.471 3.457 2.027 0.13 0.17 -1.04 -0.212
C 1.855 2.757 3.096 1.17 0.32 0.61 -0.066
H 3.651 2.675 -0.086 -0.34 0.12 -0.76 0.079
H 5.256 2.483 -0.722 0.76 -0.55 -0.83 0.066
H 4.298 3.926 -1.315 -0.13 -0.54 -0.14 0.103
H 3.598 5.277 0.283 -0.25 0.04 0.44 0.101
H 4.801 5.826 1.409 0.06 -0.54 0.04 0.135
H 2.846 5.367 2.760 0.29 -0.27 -0.25 0.123
H 4.058 4.128 3.127 0.49 -0.06 0.33 0.104
H 0.942 2.303 2.728 -0.02 -0.21 -0.12 0.084
H 1.601 3.447 3.900 -0.17 0.10 0.18 0.086
H 2.570 2.010 3.519 -0.77 0.38 -0.25 0.077
C -3.296 -1.343 -7.392 -0.31 0.48 0.00 -0.115
O -2.985 -2.679 -7.087 -0.33 -0.83 0.03 -0.184
C -4.156 -3.512 -7.057 0.90 -0.74 0.96 -0.169
C -3.789 -4.787 -6.273 -1.95 -0.45 0.58 -0.137
O -5.000 -5.657 -6.116 1.84 0.76 0.00 -0.184
C -4.610 -7.023 -6.043 -0.55 -0.13 -1.07 -0.120
H -3.580 -1.204 -8.450 -0.03 -0.03 0.39 0.106
H -2.497 -0.651 -7.125 0.52 -0.50 -0.28 0.071
H -4.081 -1.036 -6.717 -0.82 0.27 -0.20 0.053
H -4.478 -3.845 -8.021 -0.11 0.17 -1.05 0.116
H -5.009 -3.018 -6.579 0.19 0.08 0.11 0.130
H -3.465 -4.534 -5.287 0.27 0.41 0.82 0.104
H -3.002 -5.406 -6.675 0.28 0.18 -0.74 0.103
H -4.445 -7.502 -5.072 0.07 0.76 0.37 0.062
H -3.700 -7.142 -6.647 -0.24 -0.43 0.09 0.078
H -5.438 -7.586 -6.490 0.26 -0.02 -0.08 0.088
C 4.322 -3.916 1.490 0.59 0.38 -1.74 -0.081
O 3.858 -3.964 0.125 -0.38 0.04 1.46 -0.174
C 2.551 -4.506 0.181 -0.20 -0.97 -0.58 -0.221
C 2.046 -4.668 -1.207 -1.55 0.07 -0.06 -0.233
O 2.533 -5.857 -1.760 0.11 -0.05 -0.74 -0.150
C 1.936 -6.064 -3.040 -1.07 0.56 1.47 -0.072
H 4.443 -4.927 1.881 -0.12 0.01 0.20 0.095
H 3.605 -3.324 2.044 0.02 0.06 0.45 0.058
H 5.296 -3.424 1.419 -0.10 -0.03 0.44 0.093
H 1.789 -3.976 0.767 0.54 0.61 0.14 0.115
H 2.584 -5.526 0.596 0.14 0.10 0.16 0.136
H 2.276 -3.776 -1.808 0.08 -0.23 -0.14 0.115
H 0.933 -4.762 -1.169 0.49 0.34 -0.03 0.119
H 0.824 -6.088 -2.963 0.55 0.26 -0.01 0.085
H 2.238 -7.010 -3.348 0.68 -1.72 -0.70 0.068
H 2.255 -5.324 -3.740 0.17 0.69 -0.61 0.067
C -0.032 -0.734 -1.878 0.55 -1.47 -0.51 -0.106
C 0.355 0.708 -2.011 1.44 0.57 -0.51 -0.124
O 0.808 1.089 -0.686 0.01 0.27 0.61 -0.206
S 0.757 -0.171 0.300 0.54 0.69 -0.85 0.544
O -0.547 -0.226 0.841 -0.25 0.21 1.25 -0.205
O 1.976 -0.216 1.029 -0.41 0.05 0.59 -0.212
O 0.842 -1.236 -0.821 0.20 -0.62 -0.72 -0.201
H 0.190 -1.366 -2.745 -0.12 0.38 0.03 0.141
H -1.023 -0.904 -1.519 -0.84 0.15 -0.13 0.107
H -0.468 1.343 -2.313 -0.14 0.04 -0.09 0.119
H 1.265 0.865 -2.649 -1.03 -0.27 0.26 0.133
C -4.634 3.779 -5.500 -1.03 -1.20 0.24 -0.099
C -6.078 3.658 -4.932 1.20 0.21 1.19 -0.131
O -6.681 2.543 -5.605 -1.65 1.06 2.05 -0.176
S -5.921 2.232 -6.891 -1.04 -2.26 -2.30 0.548
O -6.200 3.207 -7.901 0.15 -0.32 0.26 -0.219
O -6.166 0.822 -7.149 1.12 2.16 0.24 -0.234
O -4.530 2.530 -6.273 1.91 0.36 0.16 -0.208
H -3.930 3.753 -4.668 0.20 -0.04 -0.49 0.109
H -4.547 4.630 -6.144 0.39 0.31 -0.42 0.121
H -6.613 4.593 -5.051 -0.37 -0.22 -0.11 0.112
H -5.930 3.420 -3.857 -0.80 -0.03 -0.68 0.127
C 1.156 4.246 -0.955 0.68 -0.48 2.01 -0.176
C -0.274 4.123 -0.441 0.16 1.62 -0.59 -0.090
O -0.651 5.503 -0.011 0.28 -1.43 -0.04 -0.213
S 0.485 6.532 -0.389 -1.91 0.10 0.07 0.635
O 1.239 6.712 0.831 -0.15 0.71 -1.78 -0.227
O -0.201 7.562 -1.161 2.00 -0.90 1.47 -0.250
O 1.246 5.579 -1.424 0.09 1.30 -0.84 -0.198
H 1.361 3.498 -1.735 0.19 0.62 0.16 0.138
H 1.880 4.226 -0.100 -0.68 -0.86 -0.79 0.099
H -0.368 3.414 0.354 -0.29 -0.16 0.53 0.116
H -0.926 3.981 -1.283 -0.56 -0.62 -0.17 0.097
C 4.543 -0.494 -1.001 0.68 -1.63 1.56 -0.158
C 3.879 -1.524 -1.840 -2.08 -0.83 0.91 -0.162
O 3.604 -0.746 -2.982 -2.22 -1.02 -1.79 -0.189
S 4.723 0.238 -3.307 -0.71 1.51 -0.27 0.521
O 4.100 1.530 -3.387 0.54 -0.23 -0.41 -0.231
O 5.566 -0.242 -4.328 0.56 0.12 -0.77 -0.194
O 5.409 0.044 -1.949 3.00 1.62 0.32 -0.170
H 5.199 -1.005 -0.260 -0.76 0.87 -0.01 0.163
H 3.841 0.264 -0.654 0.16 -0.15 0.45 0.118
H 2.886 -1.781 -1.446 0.64 -0.29 -0.09 0.110
H 4.457 -2.408 -2.092 0.20 0.02 0.13 0.143
C -2.883 -0.363 5.979 2.00 -1.26 1.44 -0.200
C -2.416 1.061 6.250 -1.01 -0.70 -1.58 -0.133
O -3.617 1.656 6.756 -0.28 1.21 1.55 -0.190
S -4.878 1.164 5.971 0.32 -1.35 -0.65 0.660
O -4.908 1.850 4.689 -0.71 -0.72 1.83 -0.248
O -6.002 0.965 6.855 1.30 1.01 -1.50 -0.221
O -4.242 -0.312 5.723 -1.88 0.30 -0.81 -0.197
H -2.728 -0.990 6.876 -0.20 0.32 -0.06 0.142
H -2.300 -0.890 5.216 -0.46 0.45 -0.42 0.111
H -2.263 1.523 5.277 0.73 0.38 0.14 0.114
H -1.594 1.097 6.942 0.01 0.42 0.12 0.101
C 2.159 1.523 -7.320 -0.20 -1.46 -1.47 -0.124
C 2.279 2.194 -6.028 0.47 1.57 2.09 -0.170
O 1.276 1.672 -5.141 0.25 -0.86 0.38 -0.203
S 0.014 1.373 -6.027 -1.11 1.19 0.55 0.579
O -0.694 2.643 -6.169 0.39 -2.33 0.29 -0.233
O -0.545 0.128 -5.606 -0.58 1.06 0.21 -0.226
O 0.782 1.055 -7.326 0.74 -0.12 -1.88 -0.178
H 2.800 0.634 -7.443 -0.34 0.30 0.10 0.137
H 2.326 2.207 -8.159 -0.15 -0.20 0.17 0.144
H 1.973 3.228 -6.142 0.65 0.49 0.01 0.135
H 3.215 2.042 -5.488 -0.02 0.38 -0.32 0.122
```
Positions in Å, forces in eV/Å.

Properties
Total energy, a.u.: -8372.37334
HOMO, eV: -9.4173
Spin multiplicity: 1
Kohn-Sham gap, eV: 9.7